No. 1
Here is a structure of composition C7F27HfN3O15PS7 from OMol25. Energies are from ωB97M-V with the def2-TZVPD basis set.

Geometry as XYZ:
```
61
Properties=species:S:1:pos:R:3:forces:R:3
Hf 1.434008 -1.643995 11.336121 -1.3 0.9 -1.3
C -2.873920 -0.261949 9.918220 -0.6 -0.4 -1.5
F -3.794909 0.118811 9.009817 0.3 0.2 0.0
F -2.814777 0.677868 10.833240 0.1 -0.2 0.7
F -3.316047 -1.435860 10.385183 0.1 0.3 0.5
S -1.264577 -0.474906 9.036997 1.6 0.6 -1.7
O -0.734879 0.849504 8.875076 -0.5 -0.3 0.3
O -0.409225 -1.271576 9.982889 0.8 -0.7 1.3
O -1.556736 -1.196508 7.816244 -0.2 0.1 1.4
P 4.463541 -2.086592 12.199485 1.1 -1.7 2.0
F 5.563175 -1.085930 11.717224 -0.3 0.4 0.1
F 3.730473 -2.018452 10.689845 -0.7 -0.3 0.3
F 5.322068 -3.359513 11.819710 -0.2 0.7 0.0
F 3.221261 -3.088179 12.614822 -0.8 -0.6 -0.3
F 4.904543 -2.011068 13.743197 0.5 -0.4 -1.0
F 3.343624 -0.969273 12.603082 -0.9 2.0 -0.6
C -0.967688 -4.629643 9.372504 0.7 -0.7 -0.2
F -1.715452 -5.717046 9.448446 0.0 -0.1 0.4
F -0.234613 -4.704619 8.282471 -0.1 0.4 -0.1
F -1.708475 -3.565781 9.363110 -0.3 0.1 0.2
S 0.193782 -4.534792 10.916580 0.9 2.2 1.1
O -0.290767 -3.383977 11.691811 0.1 0.5 0.0
O 0.288776 -5.751451 11.652987 -0.1 0.2 -0.9
N 1.658119 -3.724095 10.420144 -2.7 -2.5 -0.4
S 2.522676 -4.981178 9.800412 2.7 -0.7 -0.2
O 3.571694 -5.281431 10.731127 -0.3 0.1 -0.7
O 1.733705 -6.063990 9.267929 -0.4 0.8 0.6
C 3.283139 -4.303483 8.229726 -1.1 0.5 0.1
F 2.424030 -3.466966 7.654337 0.0 0.3 0.1
F 4.406658 -3.680586 8.506525 0.4 0.0 -0.2
F 3.451777 -5.288851 7.365054 0.7 -0.4 0.2
C -2.079800 -1.105774 13.604805 0.6 0.2 0.4
F -2.985958 -0.153220 13.558301 -0.2 0.3 -0.1
F -2.266467 -1.840505 14.675641 0.0 -0.1 0.3
F -2.127054 -1.854868 12.538211 -0.1 -0.1 -0.2
S -0.393510 -0.254485 13.635718 2.3 0.3 -1.3
O -0.129314 0.258095 12.298857 -0.7 -0.9 -0.6
O -0.300626 0.705168 14.687258 -0.6 -0.8 -0.2
N 0.829348 -1.504240 13.558987 -1.8 1.5 1.5
S 1.306455 -1.563719 15.158167 1.6 -1.4 1.3
O 2.413892 -0.697455 15.445018 -0.5 -0.5 -0.5
O 0.165246 -1.552518 16.034201 0.1 0.0 -0.7
C 1.921677 -3.370218 15.359291 -0.5 0.6 -0.8
F 1.441317 -4.082025 14.339109 -0.1 -0.2 0.0
F 3.227096 -3.473335 15.383058 0.3 0.2 0.1
F 1.422442 -3.842082 16.486765 0.0 -0.1 0.3
C 4.513593 0.361284 8.861354 -0.1 0.3 -0.9
F 4.961034 1.337800 9.623144 0.0 -0.3 -0.1
F 4.803253 0.604290 7.573190 0.0 0.1 0.4
F 5.078822 -0.778135 9.190153 -0.1 0.2 -0.2
S 2.602860 0.280451 8.872376 -1.6 -2.3 2.4
O 2.104139 1.155034 7.884474 0.5 0.4 0.2
O 2.131066 -1.097875 8.837640 0.8 -0.8 -0.5
N 2.137989 0.419517 10.555802 1.4 1.0 -2.5
S 1.994593 2.007212 10.805708 -1.8 3.1 2.6
O 2.820330 2.880181 10.010324 0.3 -1.3 -0.1
O 0.625304 2.402992 10.938224 0.5 -0.3 0.1
C 2.764899 2.187239 12.521924 0.5 -0.4 -0.8
F 2.164823 1.474722 13.455976 -0.2 -0.3 0.1
F 4.034402 1.768417 12.404593 0.1 -0.1 0.2
F 2.789843 3.447469 12.913715 -0.2 0.4 -0.2
```
Positions in Å, forces in eV/Å.

LUMO = 1.08 eV
Kohn-Sham gap = 9.384 eV
max |F| = 4.39 eV Å⁻¹
relative energy (zero: lowest compared OMol25 entry of this formula, charge and spin) = 155.8 kJ/mol
net charge = -1

Here are the Mulliken charges for atoms 1 to 2, given in e: number 1, Hf, carries 3.49; number 2, C, carries 0.61


No. 2
Here is a cluster of 3 separate species, C7H10 in total from OMol25. Energies are from ωB97M-V with the def2-TZVPD basis set.

Geometry as XYZ:
```
17
Properties=species:S:1:pos:R:3:forces:R:3
C -1.679710 0.523271 -0.183319 0.2 0.0 -0.2
C -1.080617 -0.639788 -0.577382 -0.2 0.1 0.0
C 0.392171 -0.867946 -0.819701 0.0 -0.1 0.0
C 1.334385 0.353582 -0.917993 -0.1 0.0 0.0
C 1.310465 0.837883 0.521550 -0.1 0.0 0.0
C 0.819243 -0.086571 1.392635 0.1 -0.1 -0.3
C 0.496362 -1.214935 0.626035 0.2 -0.1 0.1
H -2.755814 0.554661 -0.045363 0.1 0.0 0.0
H -1.203791 0.851350 1.593670 0.1 -0.1 0.1
H -1.181021 1.481856 -0.301477 -0.1 -0.2 0.1
H -1.679579 -1.546842 -0.619085 0.1 0.1 0.0
H 0.588248 -1.682881 -1.519894 -0.1 0.1 0.1
H 0.981176 1.145911 -1.589827 0.1 -0.1 0.1
H 2.317504 0.032801 -1.289126 -0.2 0.0 0.1
H 1.447975 1.894752 0.757020 0.0 -0.2 0.0
H -0.473391 0.590877 1.971995 -0.2 0.1 -0.1
H 0.366395 -2.227977 1.000264 0.0 0.2 -0.1
```
Positions in Å, forces in eV/Å.

LUMO (spin up / spin down) = -0.59 / -0.59 eV
Kohn-Sham gap (spin up / spin down) = 7.277 / 7.282 eV
max |F| = 0.29 eV Å⁻¹
relative energy (zero: lowest compared OMol25 entry of this formula, charge and spin) = 632.0 kJ/mol

Here are the Mulliken charges for atoms 1 to 2, given in e: number 1, C, carries -1.16; number 2, C, carries -0.18


No. 3
Here is the molecule C7H10 from OMol25. Energies are from ωB97M-V with the def2-TZVPD basis set.

Geometry as XYZ:
```
17
Properties=species:S:1:pos:R:3:forces:R:3
C -1.088300 -1.548668 1.202356 0.0 -0.1 0.0
C 0.324156 -0.964748 1.152685 0.1 -0.1 0.0
C 0.635963 -0.416394 -0.203051 -0.2 0.2 0.1
C 0.043918 1.657242 -0.923261 0.0 0.1 0.0
C 1.328967 0.913565 -0.376349 0.1 0.0 0.0
C -0.150047 -0.690387 -1.282740 0.0 0.3 0.1
C -0.561024 0.516492 -1.741938 0.0 0.0 -0.1
H -1.826657 -0.773072 0.969131 0.1 -0.1 0.1
H -1.311038 -1.959107 2.190965 0.1 0.0 -0.1
H -1.208945 -2.331503 0.447781 0.0 0.1 0.2
H 0.431030 -0.143547 1.877018 0.1 -0.2 -0.1
H 1.071292 -1.716042 1.440551 0.0 0.1 0.0
H 0.243821 2.568028 -1.502730 0.0 -0.2 0.1
H -0.568359 1.944035 -0.053400 0.1 0.0 -0.2
H 1.751179 1.334992 0.545143 -0.1 -0.1 -0.2
H 2.101112 0.909930 -1.152013 -0.2 0.0 0.1
H -1.217067 0.699185 -2.590149 0.2 0.0 0.0
```
Positions in Å, forces in eV/Å.

LUMO (spin up / spin down) = -0.05 / -0.05 eV
Kohn-Sham gap (spin up / spin down) = 7.933 / 7.932 eV
max |F| = 0.31 eV Å⁻¹
SMILES = CCC1=C=CCC1
relative energy (zero: lowest compared OMol25 entry of this formula, charge and spin) = 366.7 kJ/mol

Here are the Mulliken charges for atoms 1 to 2, given in e: number 1, C, carries -1.30; number 2, C, carries -0.29


No. 4
Here is a structure of composition C7H10 from OMol25. Energies are from ωB97M-V with the def2-TZVPD basis set.

Geometry as XYZ:
```
17
Properties=species:S:1:pos:R:3:forces:R:3
C 1.470970 0.995178 0.472772 0.0 0.0 0.0
C 0.312253 1.104612 -0.496372 0.0 0.0 0.0
C -0.163471 -0.121837 -1.202955 0.1 -0.3 -0.1
C 0.084689 -1.447882 -0.802507 0.2 0.2 -0.2
C -1.095227 0.971821 0.039054 -0.2 0.1 0.3
C -1.360262 0.157739 1.093771 0.2 -0.5 -0.1
C -1.223752 -1.042339 1.487657 0.0 0.5 -0.1
H 2.412059 0.871789 -0.072711 -0.1 0.0 0.1
H 1.534103 1.906606 1.075252 0.0 -0.1 -0.1
H 1.351996 0.150102 1.156876 0.0 0.1 -0.1
H 0.410875 1.970490 -1.153096 0.0 -0.1 0.1
H -0.745905 0.042847 -2.105737 0.0 0.0 0.2
H -0.767516 -1.597986 0.359199 -0.1 0.0 0.1
H -0.223902 -2.225031 -1.499986 0.0 0.1 0.1
H 1.027838 -1.661843 -0.299356 -0.2 0.0 0.0
H -1.885431 1.525036 -0.460516 0.1 -0.1 0.0
H -1.139315 -1.599303 2.408656 0.0 0.1 -0.2
```
Positions in Å, forces in eV/Å.

LUMO = 1.10 eV
Kohn-Sham gap = 9.928 eV
max |F| = 0.50 eV Å⁻¹
relative energy (zero: lowest compared OMol25 entry of this formula, charge and spin) = 400.9 kJ/mol

Here are the Mulliken charges for atoms 1 to 2, given in e: number 1, C, carries -1.42; number 2, C, carries 0.55